A 3-piece molecular cluster, C42H30ClF2N4O6S overall. Source: the OMol25 dataset; level of theory: the ωB97M-V functional and the def2-TZVPD basis.

Properties
HOMO: -11.1236 eV
Maximum force: 2.1 eV/A
E_tot: -3346.82544 Eh
Charge: +1

Last columns: bonded neighbours and bond lengths (Å).
CARTESIAN COORDINATES (ANGSTROEM)
1 C -2.57 -3.13 -2.59  C2 1.493, H25 1.087, H26 1.091, H27 1.086
2 C -3.20 -2.10 -3.46  C1 1.493, C3 1.502, N4 1.293
3 C -2.62 -1.96 -4.84  C2 1.502, H28 1.094, H29 1.088, H30 1.087
4 N -4.19 -1.39 -3.02  C2 1.293, C5 1.384
5 C -4.23 -0.08 -3.48  N4 1.384, C6 1.406, N21 1.355
6 C -5.13 0.35 -4.47  C5 1.406, C7 1.510, C11 1.381
7 C -6.13 -0.58 -5.13  C6 1.510, C8 1.554, H31 1.089, H32 1.085
8 C -7.57 -0.18 -4.71  C7 1.554, C9 1.524, H33 1.090, H34 1.084
9 C -7.67 0.23 -3.25  C8 1.524, Cl10 1.794, H35 1.085, H36 1.088
10 Cl -9.41 0.29 -2.79  C9 1.794
11 C -5.08 1.67 -4.87  C6 1.381, C12 1.397, H37 1.082
12 C -4.16 2.55 -4.30  C11 1.397, N13 1.456, C20 1.367
13 N -4.12 3.92 -4.79  C12 1.456, C14 1.419, C17 1.426
14 C -4.98 4.81 -4.09  N13 1.419, O15 1.167, F16 1.320
15 O -5.02 5.95 -4.32  C14 1.167
16 F -5.76 4.25 -3.18  C14 1.320
17 C -2.77 4.36 -4.77  N13 1.426, O18 1.171, F19 1.319
18 O -2.27 5.11 -4.02  C17 1.171
19 F -2.07 3.76 -5.71  C17 1.319
20 C -3.33 2.09 -3.32  C12 1.367, N21 1.349, H38 1.082
21 N -3.37 0.80 -2.92  C5 1.355, C20 1.349, N22 1.410
22 N -2.46 0.39 -1.93  N21 1.410, C23 1.247
23 C -3.01 0.19 -0.82  N22 1.247, S24 1.523
24 S -3.73 -0.07 0.49  C23 1.523
25 H -1.50 -3.17 -2.82  C1 1.087
26 H -3.01 -4.12 -2.77  C1 1.091
27 H -2.74 -2.88 -1.55  C1 1.086
28 H -1.84 -1.19 -4.85  C3 1.094
29 H -2.14 -2.88 -5.13  C3 1.088
30 H -3.38 -1.73 -5.58  C3 1.087
31 H -6.04 -0.38 -6.20  C7 1.089
32 H -5.92 -1.62 -4.92  C7 1.085
33 H -7.84 0.69 -5.31  C8 1.090
34 H -8.27 -0.99 -4.91  C8 1.084
35 H -7.28 1.22 -3.05  C9 1.085
36 H -7.21 -0.49 -2.58  C9 1.088
37 H -5.77 2.01 -5.64  C11 1.082
38 H -2.61 2.74 -2.85  C20 1.082
39 C 1.57 1.94 -3.76  C40 1.392, C44 1.384, H55 1.083
40 C 1.34 2.87 -2.74  C39 1.392, C41 1.384, H56 1.084
41 C 1.97 2.73 -1.52  C40 1.384, C42 1.390, H57 1.082
42 C 2.84 1.66 -1.30  C41 1.390, C43 1.395, C53 1.493
43 C 3.05 0.72 -2.31  C42 1.395, C44 1.390, C45 1.492
44 C 2.42 0.88 -3.54  C39 1.384, C43 1.390, H58 1.082
45 C 3.93 -0.46 -2.09  C43 1.492, O46 1.214, C47 1.486
46 O 4.11 -1.27 -2.97  C45 1.214
47 C 4.57 -0.61 -0.75  C45 1.486, C48 1.388, C52 1.400
48 C 5.35 -1.73 -0.50  C47 1.388, C49 1.385, H59 1.081
49 C 5.97 -1.89 0.73  C48 1.385, C50 1.391, H60 1.082
50 C 5.81 -0.92 1.71  C49 1.391, C51 1.385, H61 1.081
51 C 5.02 0.20 1.47  C50 1.385, C52 1.389, H62 1.081
52 C 4.39 0.35 0.24  C47 1.400, C51 1.389, C53 1.487
53 C 3.53 1.54 0.01  C42 1.493, C52 1.487, O54 1.213
54 O 3.38 2.38 0.87  C53 1.213
55 H 1.08 2.06 -4.72  C39 1.083
56 H 0.66 3.70 -2.91  C40 1.084
57 H 1.80 3.45 -0.73  C41 1.082
58 H 2.60 0.15 -4.33  C44 1.082
59 H 5.48 -2.48 -1.27  C48 1.081
60 H 6.57 -2.76 0.92  C49 1.082
61 H 6.29 -1.04 2.67  C50 1.081
62 H 4.90 0.95 2.24  C51 1.081
63 C 6.31 -2.25 9.21  C64 1.391, C68 1.385, H79 1.082
64 C 6.95 -2.04 7.99  C63 1.391, C65 1.384, H80 1.082
65 C 6.23 -1.63 6.89  C64 1.384, C66 1.389, H81 1.081
66 C 4.86 -1.43 6.99  C65 1.389, C67 1.397, C77 1.488
67 C 4.21 -1.67 8.21  C66 1.397, C68 1.389, C69 1.489
68 C 4.95 -2.07 9.32  C63 1.385, C67 1.389, H82 1.081
69 C 2.73 -1.51 8.33  C67 1.489, O70 1.212, C71 1.491
70 O 2.17 -1.71 9.39  C69 1.212
71 C 1.96 -1.11 7.12  C69 1.491, C72 1.389, C76 1.396
72 C 0.58 -1.01 7.20  C71 1.389, C73 1.384, H83 1.081
73 C -0.15 -0.63 6.09  C72 1.384, C74 1.391, H84 1.082
74 C 0.50 -0.34 4.89  C73 1.391, C75 1.384, H85 1.082
75 C 1.88 -0.44 4.81  C74 1.384, C76 1.389, H86 1.082
76 C 2.61 -0.84 5.92  C71 1.396, C75 1.389, C77 1.489
77 C 4.09 -0.97 5.80  C66 1.488, C76 1.489, O78 1.215
78 O 4.65 -0.72 4.76  C77 1.215
79 H 6.89 -2.56 10.07  C63 1.082
80 H 8.02 -2.19 7.91  C64 1.082
81 H 6.72 -1.46 5.94  C65 1.081
82 H 4.45 -2.23 10.26  C68 1.081
83 H 0.08 -1.24 8.13  C72 1.081
84 H -1.23 -0.56 6.15  C73 1.082
85 H -0.07 -0.03 4.03  C74 1.082
86 H 2.39 -0.21 3.88  C75 1.082